{"formula": "C16H20N2O4S", "method": "the ωB97M-V functional and the def2-TZVPD basis", "smiles": "O=C(CSc1ccc2c(c1)OCCO2)NC(=O)NC1CCCC1", "e_above_lowest_kj_mol": 27.2, "charge": 0, "homo_lumo_gap_ev": 8.893, "symbols": ["O", "C", "C", "S", "C", "C", "C", "C", "C", "C", "O", "C", "C", "O", "N", "C", "O", "N", "C", "C", "C", "C", "C", "H", "H", "H", "H", "H", "H", "H", "H", "H", "H", "H", "H", "H", "H", "H", "H", "H", "H", "H", "H"], "coordinates": [[-0.36009, -1.82524, -1.44214], [-0.44289, -0.89730, -0.66321], [-0.50840, 0.53684, -1.15961], [-1.72759, 1.52964, -0.22109], [-0.92720, 3.11326, -0.13865], [-1.13931, 3.88747, 0.99642], [-0.54593, 5.12774, 1.10043], [0.26351, 5.61198, 0.07931], [0.43788, 4.84830, -1.07953], [-0.16024, 3.59958, -1.18323], [1.17669, 5.29506, -2.14286], [1.44772, 6.67891, -2.09058], [1.90011, 7.07331, -0.68565], [0.86783, 6.83029, 0.24422], [-0.43700, -1.01942, 0.68494], [-0.37264, -2.19699, 1.48458], [-0.39183, -2.07783, 2.68710], [-0.28727, -3.33431, 0.79254], [-0.22476, -4.63610, 1.41973], [-1.43942, -5.49992, 1.01253], [-0.86784, -6.73620, 0.31034], [0.48745, -6.27092, -0.21420], [1.01040, -5.41154, 0.93276], [-0.76753, 0.52927, -2.21848], [0.46834, 1.00172, -1.01906], [-1.76079, 3.50843, 1.79151], [-0.68375, 5.73956, 1.97693], [-0.01556, 3.04678, -2.09722], [2.22815, 6.86928, -2.82838], [0.54430, 7.24636, -2.35231], [2.12704, 8.13846, -0.62562], [2.79146, 6.48999, -0.41609], [-0.55164, -0.17595, 1.23685], [-0.28673, -3.28216, -0.22113], [-0.19238, -4.45014, 2.49554], [-2.06635, -4.92929, 0.32655], [-2.04714, -5.76752, 1.87461], [-0.72266, -7.54301, 1.03019], [-1.52229, -7.09859, -0.48056], [1.15183, -7.09955, -0.45368], [0.35546, -5.66301, -1.11043], [1.81037, -4.73712, 0.63165], [1.38070, -6.05015, 1.73498]]}

=====

{"formula": "C5H4N2", "method": "the ωB97M-V functional and the def2-TZVPD basis", "smiles": "[H]/N=C(\\C#C)[C@H]1C=N1", "e_above_lowest_kj_mol": 377.0, "charge": 0, "homo_lumo_gap_ev": 10.509, "symbols": ["H", "N", "C", "C", "C", "C", "C", "N", "H", "H", "H"], "coordinates": [[0.77661, 2.12850, 0.58521], [-0.06374, 1.54734, 0.56981], [0.20228, 0.39664, 0.08687], [1.52287, -0.01528, -0.34473], [2.62810, -0.34073, -0.69809], [-0.88989, -0.61169, -0.07558], [-2.18233, -0.38724, 0.53723], [-2.19713, -0.10841, -0.68006], [3.61193, -0.61813, -1.01020], [-0.57665, -1.61076, -0.37380], [-2.83206, -0.38024, 1.40333]]}

=====

{"formula": "C6H12O", "method": "the ωB97M-V functional and the def2-TZVPD basis", "smiles": "C=C[C@H](C)OCC", "e_above_lowest_kj_mol": 136.2, "charge": 0, "homo_lumo_gap_ev": 10.651, "symbols": ["C", "C", "C", "C", "O", "C", "C", "H", "H", "H", "H", "H", "H", "H", "H", "H", "H", "H", "H"], "coordinates": [[-0.54970, -1.63234, -1.55763], [-0.24191, -0.34217, -1.47120], [0.90569, 0.24936, -0.68901], [1.67249, -0.75140, 0.17579], [0.55432, 1.43102, 0.02889], [-0.75188, 1.54813, 0.55658], [-1.02382, 0.64558, 1.74857], [-1.35212, -1.97144, -2.20614], [-0.00546, -2.40074, -1.01394], [-0.82243, 0.37844, -2.04757], [1.61453, 0.61606, -1.44471], [1.03577, -1.25423, 0.91255], [2.13093, -1.50971, -0.46932], [2.47831, -0.23316, 0.70394], [-0.82630, 2.59762, 0.86190], [-1.49983, 1.37891, -0.23317], [-0.84875, -0.39808, 1.49473], [-0.39727, 0.90761, 2.60783], [-2.07258, 0.74055, 2.04189]]}

=====

{"formula": "C36H64O24S6", "method": "the ωB97M-V functional and the def2-TZVPD basis", "smiles": "O=S1(=O)CCCC1.O=S1(=O)CCCC1.O=S1(=O)CCCC1.O=S1(=O)CCCC1.O=S1(=O)CCCC1.O=S1(=O)CCCC1.O=C1OCCO1.O=C1OCCO1.O=C1OCCO1.O=C1OCCO1", "e_above_lowest_kj_mol": 115.9, "charge": 0, "homo_lumo_gap_ev": 9.934, "symbols": ["O", "S", "O", "C", "C", "C", "C", "H", "H", "H", "H", "H", "H", "H", "H", "O", "S", "O", "C", "C", "C", "C", "H", "H", "H", "H", "H", "H", "H", "H", "O", "S", "O", "C", "C", "C", "C", "H", "H", "H", "H", "H", "H", "H", "H", "O", "S", "O", "C", "C", "C", "C", "H", "H", "H", "H", "H", "H", "H", "H", "O", "S", "O", "C", "C", "C", "C", "H", "H", "H", "H", "H", "H", "H", "H", "O", "S", "O", "C", "C", "C", "C", "H", "H", "H", "H", "H", "H", "H", "H", "O", "C", "O", "C", "C", "O", "H", "H", "H", "H", "O", "C", "O", "C", "C", "O", "H", "H", "H", "H", "O", "C", "O", "C", "C", "O", "H", "H", "H", "H", "O", "C", "O", "C", "C", "O", "H", "H", "H", "H"], "coordinates": [[-2.57726, -1.66322, 3.36829], [-3.12317, -0.33537, 3.22357], [-3.16816, 0.15292, 1.89740], [-4.70217, -0.17782, 3.87373], [-4.73587, 1.33190, 4.10424], [-3.37851, 1.73053, 4.85505], [-2.27897, 0.86306, 4.31684], [-5.03428, -0.69684, 4.79855], [-5.40887, -0.42520, 3.09802], [-4.81595, 1.84150, 3.15780], [-5.67415, 1.59709, 4.63415], [-3.41235, 1.65481, 5.93811], [-3.14324, 2.75464, 4.62108], [-1.70576, 0.12690, 4.88112], [-1.60448, 1.30504, 3.53187], [-3.44949, 3.66679, 1.96367], [-2.82160, 4.93447, 2.22404], [-3.39388, 5.73120, 3.23957], [-1.08066, 4.75944, 2.49528], [-0.48958, 4.83831, 1.14465], [-1.17420, 5.92161, 0.35050], [-2.68735, 5.77087, 0.59148], [-0.76930, 3.78583, 2.85770], [-0.76948, 5.63299, 3.02522], [0.60715, 4.85629, 1.22130], [-0.68900, 3.87745, 0.65096], [-0.92469, 5.85436, -0.70697], [-0.84195, 6.89223, 0.75535], [-3.22082, 5.06865, -0.15106], [-3.31586, 6.65405, 0.56274], [1.88123, -1.70465, -0.19107], [1.01591, -0.75975, -0.87255], [0.65488, -0.86620, -2.27320], [-0.48528, -0.40494, 0.00980], [-0.32560, 1.02908, 0.62214], [0.59002, 1.87160, -0.27210], [1.76364, 0.96758, -0.80973], [-0.63517, -1.20924, 0.68503], [-1.27653, -0.38939, -0.72156], [-1.34015, 1.48721, 0.72156], [0.04009, 0.98138, 1.66457], [0.94657, 2.79570, 0.18105], [0.07386, 2.23710, -1.16934], [2.51548, 0.71930, -0.10961], [2.09084, 1.24271, -1.76790], [1.98990, -5.43369, 3.26581], [2.84116, -4.29307, 3.01709], [2.49985, -3.09434, 3.71424], [4.54903, -4.68446, 3.22799], [5.25083, -4.14105, 1.94823], [4.28051, -4.54304, 0.84533], [2.95041, -3.90232, 1.30059], [4.79874, -5.74770, 3.39820], [4.84728, -4.18975, 4.14054], [5.44274, -3.12196, 1.92898], [6.22716, -4.53628, 1.74200], [4.18089, -5.65977, 0.72463], [4.55226, -4.15062, -0.08019], [2.13054, -4.28390, 0.70355], [3.10646, -2.79940, 1.22186], [6.49286, -3.42971, -1.27200], [6.02988, -2.03470, -1.42326], [5.69961, -1.28521, -0.22929], [7.20189, -1.08628, -2.41364], [6.39570, -0.07819, -3.16832], [5.09689, -0.75505, -3.62703], [4.64031, -1.82007, -2.53220], [7.64116, -1.77123, -3.10209], [7.92187, -0.65492, -1.71698], [6.11608, 0.80884, -2.54752], [7.05228, 0.23010, -4.02038], [5.17550, -1.44650, -4.54928], [4.30564, -0.10511, -3.90600], [4.37501, -2.78697, -2.98738], [3.88551, -1.46163, -1.79528], [-2.84506, 0.63102, -2.39703], [-3.71081, 1.77392, -2.13068], [-3.10353, 3.08423, -2.28333], [-5.27618, 1.60193, -3.12626], [-6.32609, 0.84861, -2.17008], [-5.51002, 0.40128, -0.93154], [-4.54443, 1.58928, -0.63431], [-5.05743, 1.13499, -4.04990], [-5.52047, 2.65620, -3.28758], [-6.97723, 1.63179, -1.82510], [-6.84685, 0.06774, -2.73414], [-4.84540, -0.43997, -1.13459], [-6.14184, 0.10503, -0.06268], [-3.92923, 1.40277, 0.23091], [-5.02075, 2.54112, -0.42944], [-4.51318, -0.53042, -5.57278], [-3.71580, -1.16366, -4.93857], [-3.94251, -2.14043, -4.00058], [-2.69687, -2.29878, -3.22544], [-1.65878, -1.65225, -4.09980], [-2.41610, -0.87152, -5.04217], [-2.83935, -1.79975, -2.31043], [-2.60113, -3.35879, -3.15488], [-1.00325, -2.41135, -4.53419], [-1.06628, -0.98330, -3.47715], [-0.62830, -3.63673, -1.87302], [-0.75002, -3.92018, -0.70637], [-1.70174, -3.22709, 0.11477], [-1.92867, -4.07696, 1.28456], [-0.64753, -4.77386, 1.42239], [-0.17629, -4.92973, 0.02890], [-2.20144, -3.39004, 2.11142], [-2.78079, -4.76969, 1.16397], [-0.64452, -5.77899, 1.84694], [0.14340, -4.19436, 1.99841], [3.24056, 2.50048, -3.49684], [2.16355, 2.27716, -4.10315], [1.01431, 2.76347, -3.69043], [-0.02723, 2.31147, -4.57677], [0.67644, 1.25436, -5.47667], [2.02669, 1.46504, -5.15115], [-0.74111, 1.78810, -3.92402], [-0.43586, 3.17587, -5.12304], [0.56139, 1.51069, -6.55283], [0.49910, 0.22169, -5.37320], [1.53159, 2.66377, 2.69924], [2.21958, 1.85766, 3.26392], [2.59498, 0.77172, 2.67781], [3.34519, 0.00661, 3.57401], [3.06141, 0.56515, 4.92194], [2.48276, 1.83751, 4.56084], [3.05595, -1.05621, 3.53016], [4.38872, 0.13389, 3.24418], [4.05275, 0.72623, 5.37286], [2.30990, 0.05936, 5.52344]]}